1.
Computed, not measured: the molecule C4H4O3 at a distorted geometry, with ωB97M-V/def2-TZVPD.

Highest occupied orbital energy (alpha / beta)   -10.17 / -10.32 eV
Gap between HOMO and LUMO (alpha / beta)   8.20 / 7.74 eV
LUMO level (alpha / beta)   -1.97 / -2.58 eV
Charge   0

CARTESIAN COORDINATES (ANGSTROEM)
O (-1.944649, 0.801625, 0.779553)
C (-0.835440, 1.146343, 0.373204)
C (0.108067, 0.140704, -0.037746)
C (-0.247816, -1.254292, 0.386700)
O (-0.088600, -1.972218, -0.656025)
C (1.299319, 0.376565, -0.859417)
O (1.719117, 1.502509, -1.026876)
H (-0.529761, 2.199010, 0.363472)
H (0.051579, -1.619834, 1.386124)
H (-1.354584, -0.794441, 0.511969)
H (1.822765, -0.525972, -1.220961)

Cartesian forces, eV/Å:
O 0.4 0.2 -0.2
C -0.2 0.3 0.2
C 0.4 0.1 0.3
C -0.6 1.4 0.6
O 0.0 -1.4 -0.8
C 0.0 0.3 0.3
O -0.1 -0.2 -0.1
H -0.1 -0.1 -0.1
H 0.0 0.1 -0.2
H 0.2 -0.9 0.0
H -0.1 0.2 0.0

2.
Computed, not measured: a structure of composition C26H70F3FeN8O12 at a distorted geometry, with ωB97M-V/def2-TZVPD.

Highest occupied orbital energy (alpha / beta)   -12.59 / -12.59 eV
Gap between HOMO and LUMO (alpha / beta)   6.52 / 3.41 eV
LUMO level (alpha / beta)   -6.07 / -9.18 eV
Spin multiplicity   6
Charge   +2

CARTESIAN COORDINATES (ANGSTROEM)
Fe (1.384752, -4.414551, -1.829045)
C (1.063979, -1.181447, -1.105519)
O (1.015892, -1.444435, 0.286393)
O (1.414000, -2.375188, -1.661889)
C (-0.239663, -0.456750, -1.652158)
F (-0.368783, -0.735331, -2.974996)
F (-1.335070, -1.006457, -1.116171)
F (-0.292642, 0.854772, -1.486102)
C (0.929514, -0.337861, 1.185602)
C (2.268827, -0.178699, 1.888907)
H (3.170390, 0.005584, 1.311794)
H (2.348551, 0.654810, 2.596227)
H (2.298639, -0.999233, 2.611121)
H (0.177518, -0.570556, 1.940567)
H (0.654263, 0.619172, 0.740932)
H (1.885544, -0.453651, -1.191463)
C (-1.070397, -4.055475, -3.937030)
O (-0.144551, -4.400880, -3.135801)
N (-1.109745, -4.611769, -5.150304)
N (-2.046107, -3.181517, -3.695273)
H (-0.503854, -5.416615, -5.224119)
H (-1.951114, -4.531331, -5.691240)
H (-2.703836, -3.034514, -4.436296)
H (-2.033323, -2.632198, -2.856871)
C (0.260746, 4.872256, -2.285957)
O (-0.858334, 5.395128, -2.203392)
N (1.314961, 5.505815, -2.852150)
N (0.549679, 3.579930, -2.005736)
H (1.234501, 6.500401, -2.977646)
H (2.173834, 5.010338, -3.015191)
H (1.518152, 3.375793, -1.845315)
H (-0.206555, 2.992087, -1.714481)
C (-1.255083, -4.497988, -0.030724)
O (-0.062430, -4.508204, -0.414954)
N (-1.707951, -3.431283, 0.619793)
N (-2.218491, -5.380497, -0.369311)
H (-2.689918, -3.302746, 0.858357)
H (-1.113528, -2.659338, 0.877934)
H (-3.098467, -5.331246, 0.114338)
H (-2.048684, -5.984224, -1.154011)
C (3.337275, -4.512046, 0.658527)
O (2.574888, -4.784800, -0.312434)
N (2.875166, -3.953686, 1.769466)
N (4.628275, -4.885283, 0.650585)
H (1.929307, -3.728670, 2.016402)
H (3.635216, -3.680919, 2.373289)
H (5.140360, -4.693118, 1.495421)
H (5.101686, -5.168641, -0.187311)
C (-2.982978, 0.856545, 5.364993)
C (-1.660956, 0.874057, 6.095316)
C (-0.879377, -0.416618, 5.644270)
O (-0.988696, 2.037764, 5.620148)
H (-3.552906, -0.003004, 5.751441)
H (-2.934336, 0.503335, 4.335565)
H (-3.617974, 1.718195, 5.560881)
H (-1.705740, 0.887678, 7.182030)
H (0.206002, -0.337358, 5.638484)
H (-1.244237, -0.629605, 4.637588)
H (-1.178483, -1.199245, 6.344578)
H (-1.146294, 2.048805, 4.662704)
C (5.626932, -0.410458, 0.347838)
C (5.609807, -1.697634, -0.492470)
C (5.842735, -1.461448, -1.950789)
O (6.755965, -2.408032, -0.018221)
H (5.608976, -0.577778, 1.421475)
H (4.719816, 0.136463, 0.080677)
H (6.455293, 0.206489, -0.000031)
H (4.649209, -2.184400, -0.268826)
H (5.705241, -2.381657, -2.524135)
H (6.792284, -0.944202, -2.074961)
H (5.094144, -0.802141, -2.406968)
H (6.795258, -3.145048, -0.641956)
C (-3.846689, 5.066977, -4.011212)
C (-4.106101, 3.910385, -3.059661)
C (-3.312358, 2.638758, -3.269521)
O (-3.800117, 4.410534, -1.765548)
H (-2.760029, 5.194725, -3.990036)
H (-4.375798, 5.958952, -3.692181)
H (-4.133364, 4.802265, -5.032547)
H (-5.179112, 3.768874, -3.224134)
H (-3.708837, 1.729631, -2.807050)
H (-2.383388, 2.638672, -2.683007)
H (-2.962091, 2.505786, -4.295146)
H (-2.853511, 4.604124, -1.713678)
C (-3.984225, -2.079739, 3.214605)
C (-4.743539, -2.378760, 1.931714)
C (-4.494583, -1.347672, 0.804980)
O (-4.380726, -3.659780, 1.426554)
H (-4.268051, -1.064301, 3.475530)
H (-2.925202, -2.282920, 3.023637)
H (-4.164332, -2.809075, 4.006841)
H (-5.801944, -2.448566, 2.198998)
H (-3.478908, -1.312939, 0.416417)
H (-4.735322, -0.330636, 1.111569)
H (-5.256381, -1.626130, 0.075897)
H (-4.886136, -4.362816, 1.845257)
C (4.998932, 3.478210, -1.338729)
C (3.864521, 2.521877, -1.369756)
C (2.789808, 2.703193, -0.286196)
O (3.265308, 2.756822, -2.676921)
H (4.767243, 4.539722, -1.345908)
H (5.682608, 3.186602, -2.137718)
H (5.603722, 3.258988, -0.448378)
H (4.237350, 1.495329, -1.331014)
H (1.925979, 2.066929, -0.478727)
H (2.463385, 3.739913, -0.229441)
H (3.221156, 2.358116, 0.653789)
H (3.652658, 2.170241, -3.330927)
C (-2.493973, 1.330564, 1.343904)
C (-1.469869, 2.463226, 1.525688)
C (-1.886673, 3.672207, 0.736242)
O (-1.130124, 2.669539, 2.884103)
H (-3.408797, 1.594334, 1.881583)
H (-2.161795, 0.415464, 1.844348)
H (-2.718446, 1.133486, 0.296642)
H (-0.571603, 2.184028, 0.959224)
H (-2.795304, 4.079072, 1.198481)
H (-2.096725, 3.427344, -0.297887)
H (-1.169627, 4.473894, 0.922106)
H (-1.826064, 3.238902, 3.244817)

Cartesian forces, eV/Å:
Fe -1.9 2.5 1.9
C 0.6 0.1 2.1
O -1.2 -0.1 -0.5
O -0.1 -0.4 -1.2
C -0.3 -1.7 -1.2
F 0.6 0.5 0.2
F -0.2 0.0 0.7
F 0.4 -0.4 0.2
C 1.0 1.1 0.6
C -0.2 0.2 1.6
H -0.2 -0.8 -0.5
H -0.9 0.3 -0.2
H 0.9 -0.4 -0.4
H -0.1 0.0 -0.2
H -0.2 -0.3 -0.5
H 0.2 0.0 -0.9
C 0.1 -0.1 -0.4
O 0.4 0.3 0.2
N 0.6 -0.6 0.4
N 0.8 -0.4 0.7
H -0.3 0.0 -0.6
H 0.1 -0.3 -0.4
H -0.3 0.5 0.2
H -0.2 0.2 0.1
C -1.3 0.6 -1.2
O 0.7 -0.7 0.4
N 0.2 0.6 0.3
N -0.5 0.1 0.2
H 0.2 -0.1 -0.1
H 0.1 0.2 -0.1
H -0.5 -0.6 -0.4
H 0.2 0.0 0.2
C -1.2 1.6 -0.8
O 0.5 -1.1 -0.2
N -0.1 0.8 0.9
N 1.1 -0.3 0.0
H 0.1 -0.6 0.0
H 0.5 -0.3 -0.2
H -0.2 -0.1 -0.3
H -0.2 -0.3 0.3
C -0.4 -0.8 -0.5
O 0.0 -0.1 -1.4
N 1.4 0.2 0.4
N -0.7 0.6 0.5
H -0.1 0.0 -0.5
H -0.6 0.3 0.6
H 0.6 -0.2 -0.3
H -0.1 -0.1 0.0
C -1.5 -1.8 1.5
C 1.3 -0.3 -2.1
C -0.9 0.6 0.7
O 0.3 0.1 0.4
H -0.2 0.1 0.4
H 0.5 1.0 -0.4
H 0.2 0.2 -0.4
H -0.2 0.4 -0.1
H 0.0 0.3 0.2
H 0.3 -0.4 -0.1
H 0.1 -0.3 -0.3
H 0.4 0.0 0.3
C -0.7 0.1 -1.4
C 0.8 1.3 1.5
C -1.2 0.7 -0.7
O -0.9 -1.1 -0.2
H 0.3 -0.1 0.0
H 0.0 0.1 0.2
H 0.2 0.0 0.5
H 0.1 -0.5 -0.2
H 0.7 -0.1 0.0
H 0.2 -0.5 -0.2
H -0.1 0.1 0.3
H 0.7 -0.1 0.3
C 1.2 -1.0 -0.7
C -0.1 1.1 -0.1
C 1.2 -0.5 0.1
O -1.0 -0.5 0.9
H -0.1 0.6 -0.2
H 0.1 0.0 0.1
H 0.0 0.1 0.0
H -0.1 -0.5 1.1
H -0.9 0.0 -0.6
H 0.2 0.9 -0.2
H -0.5 -0.3 -0.1
H 0.0 0.3 -0.5
C 0.2 -0.8 -0.6
C 0.0 0.5 0.7
C -1.3 -0.5 0.7
O 0.3 -0.8 -0.7
H 0.5 0.0 0.5
H 0.2 0.9 0.0
H -0.7 0.3 0.1
H -0.1 0.5 -0.4
H 0.0 -0.4 -0.1
H 0.0 -0.1 0.3
H 0.5 0.2 -0.6
H -0.1 0.2 0.2
C 1.8 -0.7 1.3
C -1.0 0.4 -0.9
C 0.9 -0.5 -0.2
O -0.7 -0.5 0.3
H -0.3 -0.1 -0.2
H -0.1 0.5 -0.3
H -0.1 0.4 0.2
H 0.0 0.0 0.0
H 0.0 0.0 -0.1
H 0.1 0.0 0.3
H 0.0 0.4 0.2
H 0.1 0.1 0.0
C 0.2 0.2 1.0
C 0.2 -1.2 -1.7
C -0.7 1.1 1.9
O -0.4 0.3 -0.5
H -0.2 0.2 -0.3
H 0.2 -0.1 -0.2
H 0.0 0.1 0.0
H 0.4 -0.4 0.8
H -0.3 -0.1 -0.4
H 0.2 0.2 0.0
H 0.3 -0.1 -0.7
H 0.2 0.1 0.1

3.
Computed, not measured: the molecule C4H10N2O3P2 at a distorted geometry, with ωB97M-V/def2-TZVPD.

Highest occupied orbital energy   -8.22 eV
Gap between HOMO and LUMO   8.77 eV
LUMO level   0.54 eV
SMILES   NC1=[PH2]CCC(=O)N[P@]1(=O)O
Charge   0

CARTESIAN COORDINATES (ANGSTROEM)
N (-1.128142, 2.587135, 0.085338)
C (-0.438539, 1.344281, -0.139147)
P (1.091684, 1.154983, 0.751987)
C (2.010602, -0.239309, -0.063188)
C (1.083713, -1.253047, -0.865695)
C (0.365232, -2.173800, 0.223877)
O (0.854014, -3.140960, 0.785952)
N (-0.862309, -1.672553, 0.450064)
P (-1.525143, -0.051579, 0.171015)
O (-2.682603, 0.122878, 1.077492)
O (-2.100147, -0.209191, -1.429342)
H (-0.993984, 3.018049, -0.795414)
H (-2.104344, 2.271950, 0.258989)
H (1.420398, 1.127761, 2.199011)
H (1.835530, 2.284824, 0.539689)
H (2.613223, -0.693911, 0.778914)
H (2.642969, 0.190481, -0.866138)
H (1.920448, -1.714631, -1.526816)
H (0.433426, -0.658728, -1.425454)
H (-1.383075, -2.209232, 1.200961)
H (-3.052945, -0.085391, -1.412098)

Cartesian forces, eV/Å:
N -0.9 -1.3 0.7
C 1.9 -2.1 2.3
P -0.2 -0.5 -0.1
C -0.2 0.1 0.5
C 3.7 -1.5 2.2
C 2.0 0.3 -1.9
O -0.5 1.0 -0.6
N -1.9 0.7 1.9
P -1.3 -1.0 -2.8
O 0.5 0.1 0.0
O 0.7 0.1 1.8
H -0.8 1.1 -0.9
H 0.5 1.4 -0.2
H -0.5 -0.4 -0.9
H 0.3 0.7 -0.4
H -0.4 0.1 -1.3
H 0.0 0.1 0.9
H -2.1 -0.1 1.0
H -1.2 0.5 -1.1
H 0.6 1.1 -1.1
H -0.3 -0.2 0.0

Listing energy above the lowest of the compared OMol25 structures with the same formula, charge and spin for the structures above in their given order: 461.8 0.0 76.8 kJ/mol.